Entry 1:
The molecule C25H27FN6O2 at a distorted geometry. Source: the OMol25 dataset; level of theory: ωB97M-V/def2-TZVPD.

Geometry as ORCA input:
```
! RIJCOSX wB97M-V def2-TZVPD def2/J DEFGRID3
* xyz 0 1
F 6.9572 1.7509 -2.2591
O 2.1419 -3.1821 1.1014
O -2.7987 2.1072 -2.4829
N 2.6934 -1.0127 1.5193
N -2.5055 -0.5877 -1.6301
N 0.4513 0.9022 1.5668
N -2.3959 0.5579 1.3803
N -0.5253 -3.7386 0.7319
N -1.8283 -1.7345 1.0111
C -3.8387 1.4273 -1.8188
C -1.4270 0.1104 -2.3084
C -0.7301 4.3015 2.0513
C -2.1210 4.1325 1.9814
C -3.7811 -0.0740 -2.0971
C 4.8666 -0.4140 0.5410
C 0.4342 -1.5623 1.1794
C -0.4100 1.9413 1.6918
C -1.5437 -0.4121 1.2357
C -2.3869 -2.0261 -1.7620
C 6.2701 1.0380 -1.3395
C 4.2532 -0.0121 -0.6389
C -0.1118 -0.2649 1.3454
C 6.9090 0.6492 -0.1765
C 6.1966 -0.0755 0.7610
C -3.2421 -2.7896 -0.7447
C 0.1098 3.2312 1.9126
C -2.6604 2.8933 1.7679
C -3.1447 -2.2122 0.6766
C 1.8158 -2.0027 1.2523
C -0.6446 -2.4231 0.9753
C 4.9484 0.7179 -1.5859
C -1.5507 1.6141 -2.0606
C 4.1153 -1.2216 1.5688
C -1.8259 1.7725 1.6117
H 0.4353 -4.0635 0.8498
H -3.7278 2.7428 1.7107
H 4.4807 1.0366 -2.5040
H -2.7657 4.9911 2.0962
H -1.2938 -4.3662 0.8882
H 7.9416 0.9161 -0.0160
H -0.7946 2.1581 -2.6295
H -0.4715 -0.2410 -1.9105
H 6.6819 -0.3843 1.6752
H -4.2916 -2.7748 -1.0404
H -3.7890 -1.3360 0.7677
H -4.7712 1.8557 -2.1902
H 4.4974 -0.9881 2.5702
H -0.3250 5.2888 2.2177
H 1.1823 3.3414 1.9651
H -3.7583 1.5886 -0.7348
H 2.3248 -0.0746 1.6202
H -2.9141 -3.8305 -0.7611
H -4.5906 -0.5689 -1.5598
H -1.4488 -0.0785 -3.3973
H 3.2216 -0.2738 -0.8196
H -1.4137 1.8184 -0.9895
H -3.4683 -2.9655 1.4050
H 4.2715 -2.2919 1.3845
H -3.9119 -0.2510 -3.1808
H -1.3364 -2.2809 -1.5977
H -2.6550 -2.3700 -2.7779
*
```

The value obtained for the energy above the lowest of the compared OMol25 structures with the same formula, charge and spin is 0.0 kJ/mol. For the highest occupied orbital energy, the calculation gives -7.88 eV. As for the HOMO-LUMO gap: 7.8852 eV.

These are the Löwdin partial charges, in e, on atoms 1 to 2: number 1, F, carries 0.051; number 2, O, carries 0.023

***

Entry 2:
A structure of composition C25H27MgN9O3S3 at a distorted geometry. Source: the OMol25 dataset; level of theory: ωB97M-V/def2-TZVPD.

Geometry as ORCA input:
```
! RIJCOSX wB97M-V def2-TZVPD def2/J DEFGRID3
* xyz 0 1
S 0.2084 2.4559 -2.4034
S -1.3596 -1.3312 -2.2597
S 0.1431 -2.0448 2.0894
Mg -0.3809 -0.2875 0.2073
O 0.0216 -2.2521 0.6440
O 1.5017 -2.0977 2.5584
O -2.3001 0.0076 3.8411
N 1.2507 -0.8878 -2.5005
N -0.5995 -0.6857 2.4735
N 1.3495 -0.5402 -1.2042
N 0.1044 -1.2085 -4.4451
N -0.6414 2.7138 0.1619
N 1.3952 0.6828 1.1573
N 1.1458 3.9591 -0.4846
N -1.3000 1.5429 0.2023
N -2.4639 -0.7850 0.5125
C -2.9169 2.8322 1.4623
C 1.3864 1.1558 2.3998
C 2.4937 -0.2022 -0.7521
C -3.0115 -1.9909 0.6151
C -2.7551 -4.2364 4.7393
C 3.7061 0.1446 1.4165
C -3.1292 0.2893 0.9662
C -2.7254 -2.8592 4.5651
C -0.9205 -4.5208 3.1880
C -4.4096 0.1507 1.5091
C -1.7830 -2.3277 3.7056
C -4.2518 -2.2112 1.1848
C 2.4991 1.1245 3.2221
C 3.7069 -0.0645 -1.6238
C 1.1627 4.6724 0.7801
C 0.2199 3.0070 -0.7949
C -1.8673 -5.0587 4.0519
C 0.0433 -1.1039 -3.0931
C -1.6026 -0.8715 3.3665
C -0.9011 -3.1506 3.0284
C -4.9641 -1.1060 1.6307
C -2.4270 1.5620 0.8439
C 2.5422 0.2116 0.6586
C 3.6734 0.5824 2.7271
C 0.0991 5.7670 0.8561
H 3.9764 -1.0075 -2.1051
H -3.8810 2.7187 1.9479
H 0.8315 -0.7192 -4.9446
H 0.9806 3.9388 1.5657
H -0.8787 5.3076 0.7171
H -2.4162 -2.8086 0.2249
H -2.9665 3.6239 0.7149
H 4.5536 0.5080 3.3514
H -4.6457 -3.2139 1.2713
H 4.6115 -0.2785 1.0058
H -0.2258 -5.1546 2.6525
H -3.4082 -2.1991 5.0835
H 1.5711 4.4019 -1.2798
H -3.4720 -4.6730 5.4225
H 2.0166 -0.6426 -3.1127
H 2.4374 1.4895 4.2373
H 0.4504 1.5743 2.7426
H 0.2537 6.5115 0.0735
H -1.9144 -6.1304 4.1929
H 4.5617 0.2897 -1.0577
H -5.9432 -1.2300 2.0748
H -0.7917 -1.2448 -4.8993
H -2.1833 3.1444 2.2096
H 2.1611 5.0959 0.9059
H 3.4921 0.6847 -2.3930
H -4.9596 1.0176 1.8412
H 0.1242 6.2713 1.8234
*
```

The value obtained for the energy above the lowest of the compared OMol25 structures with the same formula, charge and spin is 69.9 kJ/mol. For the highest occupied orbital energy, the calculation gives -6.77 eV. As for the HOMO-LUMO gap: 6.5680 eV.

These are the Löwdin partial charges, in e, on atoms 1 to 2: number 1, S, carries 0.494; number 2, S, carries 0.757

***

Entry 3:
The molecule C25H27N3O2. Source: the OMol25 dataset; level of theory: ωB97M-V/def2-TZVPD.

Geometry as ORCA input:
```
! RIJCOSX wB97M-V def2-TZVPD def2/J DEFGRID3
* xyz 0 1
O 2.0552 1.3653 -0.7545
O 2.7728 -2.4896 1.4776
N 0.1676 -2.0866 -0.9638
N 1.4590 0.3814 1.9162
N 3.0137 -1.3142 -0.4468
C -2.0742 -1.4657 1.9129
C -3.1801 -0.6986 2.2354
C 1.0081 1.6574 -0.1761
C 2.1403 -2.7040 -2.3148
C -2.5202 -1.1175 -0.4219
C -3.9486 -0.1291 1.2344
C -3.6158 -0.3352 -0.0934
C -0.4636 1.5133 1.9115
C 3.2632 -2.4399 -1.3131
C 0.8537 -3.1744 -1.6342
C 0.6581 1.1947 1.1427
C -2.1541 3.2079 -1.5762
C 2.8223 -1.4389 0.8705
C -1.7355 -1.6755 0.5855
C -0.3376 0.8623 3.1326
C -1.3181 2.3245 -0.9174
C 0.0456 2.5890 -0.8329
C -2.0732 -1.3805 -1.8235
C -0.5486 -1.2012 -1.8661
C -1.6441 4.3608 -2.1500
C 0.5564 3.7334 -1.4387
C -0.2854 4.6209 -2.0825
C 0.8570 0.1733 3.0980
C -0.6027 -2.5662 0.1810
C 2.7844 -0.0823 1.6105
H -0.3139 -0.1660 -1.5913
H 1.6192 3.9203 -1.3900
H -1.4735 -1.9095 2.6931
H -1.2685 2.1572 1.6213
H 4.1951 -2.2509 -1.8596
H -4.2142 0.1033 -0.8802
H 3.3008 0.6710 1.0136
H -3.2110 2.9937 -1.6411
H 1.9527 -1.7942 -2.8870
H 0.2038 -3.6673 -2.3805
H -1.7221 1.4190 -0.4913
H -1.0480 -3.5537 -0.0457
H 2.8587 -0.4051 -0.8699
H -0.1914 -1.3609 -2.8860
H -2.5539 -0.7030 -2.5309
H -1.0280 0.8931 3.9512
H -2.3030 5.0509 -2.6563
H 0.0942 -2.7053 1.0145
H 2.4764 -3.4785 -3.0068
H -2.3210 -2.4083 -2.1086
H 3.3152 -0.2304 2.5557
H 1.1205 -3.9190 -0.8810
H -4.8083 0.4741 1.4875
H 1.3142 -0.4405 3.8502
H -3.4442 -0.5437 3.2710
H 0.1189 5.5133 -2.5370
H 3.4026 -3.3104 -0.6674
*
```

The value obtained for the energy above the lowest of the compared OMol25 structures with the same formula, charge and spin is 112.1 kJ/mol. For the highest occupied orbital energy, the calculation gives -7.96 eV. As for the HOMO-LUMO gap: 8.1429 eV.

These are the Löwdin partial charges, in e, on atoms 1 to 2: number 1, O, carries 0.046; number 2, O, carries 0.049

***

Entry 4:
A structure of composition C25H27N5O3Re at a distorted geometry. Source: the OMol25 dataset; level of theory: ωB97M-V/def2-TZVPD.

Geometry as ORCA input:
```
! RIJCOSX wB97M-V def2-TZVPD def2/J DEFGRID3
* xyz 4 4
Re 0.8185 -0.4901 -2.0672
O 0.2984 -2.8823 -0.1457
O -0.7098 0.4343 0.0439
O 2.8268 0.9253 -0.1843
N 0.0348 2.4482 -1.4588
N -1.5184 1.0188 3.3125
N -2.1899 -1.0277 -1.5012
N -0.7346 0.4552 2.3868
N 2.3698 -1.5482 -2.2826
C 2.4383 -1.9089 3.8994
C 0.3791 -1.9378 -0.8094
C 0.3270 3.5547 -1.6759
C 0.1565 -1.7121 3.0919
C -1.2138 0.8085 1.1084
C 3.3289 -2.1696 -2.5338
C -3.5129 2.4768 3.5148
C 4.5750 -2.9298 -2.6319
C 0.9968 -1.4411 -4.2935
C -2.5042 1.7414 2.7445
C 0.3728 -0.3604 2.8118
C 0.5020 4.9813 -1.5911
C 1.5984 0.2368 3.1312
C -0.2003 1.0069 -3.4906
C 1.1907 -2.4929 3.6113
C -0.3430 -1.4120 -3.7658
C 1.9657 0.4687 -0.8507
C -2.3613 1.6512 1.3746
C -4.3616 -2.4117 -1.5549
C -3.0971 -1.7297 -1.6561
C -1.2925 0.8433 4.7369
C 2.6388 -0.5436 3.6374
C -0.9570 -0.1637 -3.5132
C 1.7760 -0.2363 -4.2696
C 1.1951 0.9650 -3.7204
H 1.4538 -2.3602 -4.6806
H -0.9178 -2.3165 -3.6205
H -0.4530 5.4992 -1.6363
H 0.9870 5.2011 -0.6481
H -3.0522 3.2395 4.1383
H 1.0298 -3.5688 3.7988
H -1.4138 -0.2275 5.0158
H -4.1123 1.8036 4.1233
H -2.1272 1.4620 5.1316
H -0.3038 1.2648 5.0266
H -1.9841 -0.0647 -3.2945
H 4.9906 -2.8940 -1.6180
H -0.8394 -2.1325 2.9492
H -5.1399 -1.7058 -1.2832
H 2.8066 -0.2728 -4.6394
H 3.2495 -2.5180 4.3335
H -4.2853 -3.1851 -0.8037
H -4.6799 -2.8914 -2.4700
H 1.7802 1.8613 -3.5447
H 3.6237 -0.0897 3.8398
H 4.3474 -3.9655 -2.9325
H 5.2642 -2.4652 -3.3670
H 1.7100 1.3162 3.0310
H -4.1360 2.9452 2.7524
H -0.7163 1.8995 -3.2643
H 1.1192 5.4053 -2.3728
H -2.9940 2.1417 0.6267
*
```

The value obtained for the energy above the lowest of the compared OMol25 structures with the same formula, charge and spin is 65.6 kJ/mol. For the highest occupied orbital energy (spin up / spin down), the calculation gives -19.48 / -19.48 eV. Its expectation value of S² is 3.797. As for the HOMO-LUMO gap (spin up / spin down): 6.2817 / 4.0188 eV.

These are the Löwdin partial charges, in e, on atoms 1 to 2: number 1, Re, carries 1.444; number 2, O, carries 0.232

***

Entry 5:
A structure of composition C25H27N5O4 at a distorted geometry. Source: the OMol25 dataset; level of theory: ωB97M-V/def2-TZVPD.

Geometry as ORCA input:
```
! RIJCOSX wB97M-V def2-TZVPD def2/J DEFGRID3
* xyz 0 1
O 3.0152 -2.6813 -1.8721
O 6.2462 -0.7520 0.8146
O -0.7084 -3.0040 1.2342
O -1.6418 -3.3820 -1.0471
N 0.9759 -0.9580 -0.1614
N 4.2547 -0.0368 1.2220
N -0.6876 1.8577 0.6242
N 4.5327 -1.6933 -0.3132
N 1.7319 0.5512 1.5580
C 3.3120 -1.8214 -0.7913
C 1.5913 1.1101 -2.0866
C -2.0173 2.2554 1.0579
C 1.7624 2.6395 -0.2397
C -4.8273 1.3086 -1.1502
C -3.6753 -3.3501 0.4879
C -0.4101 1.9076 -0.6237
C 2.7288 -0.1996 0.8800
C 0.7637 -0.1117 0.8733
C 3.6276 1.9732 -1.6302
C -4.9902 0.0190 0.6576
C 3.1715 2.5209 -0.4846
C 0.1371 -1.7174 -1.0410
C 5.1300 -0.9828 0.6008
C -3.8372 0.7744 1.3034
C 3.0286 1.1313 -2.3831
C -3.8540 2.0041 -0.6061
C 0.8520 2.0202 -0.8287
C 2.4161 -1.3303 -0.1330
C 4.5320 0.8072 2.4544
C -5.4432 0.4557 -0.5237
C -3.2233 1.9009 0.5064
C -0.7956 -2.7555 -0.0564
C -0.6459 0.6362 0.8703
C -2.4463 -4.1156 -0.2884
H -4.3930 -4.1289 0.6980
H -3.3300 2.8512 -1.0375
H 0.9778 0.5142 -2.7382
H 1.4800 3.2882 0.5053
H -1.2638 -0.2771 0.7610
H -0.7764 0.5760 2.4005
H -2.0357 3.5253 0.7433
H -0.9484 1.1481 -1.3001
H 4.4691 0.3347 3.4511
H -5.4575 -0.7939 1.3829
H 3.2869 0.7029 -3.2958
H -0.5502 -1.0815 -1.4793
H -2.1482 2.5606 2.2487
H 5.5123 1.1241 2.0128
H -3.3030 -2.6719 1.2542
H -1.9063 -4.6431 0.4077
H -6.2630 0.0089 -0.8276
H 5.2587 -2.0964 -0.7911
H -0.6723 3.0305 -1.1870
H 4.6662 1.9532 -1.6896
H -5.2226 1.6013 -2.3708
H 3.9142 3.2810 0.0696
H -3.5128 0.3708 2.2458
H -2.9201 -4.7489 -1.1344
H 0.7638 -2.4067 -1.6494
H -4.0666 -2.6900 -0.0070
H 3.8344 1.6864 2.4424
*
```

The value obtained for the energy above the lowest of the compared OMol25 structures with the same formula, charge and spin is 2377.0 kJ/mol. For the highest occupied orbital energy, the calculation gives -8.33 eV. As for the HOMO-LUMO gap: 7.9050 eV.

These are the Löwdin partial charges, in e, on atoms 1 to 2: number 1, O, carries -0.111; number 2, O, carries 0.139

***

Entry 6:
A structure of composition C25H28AlN7O. Source: the OMol25 dataset; level of theory: ωB97M-V/def2-TZVPD.

Geometry as ORCA input:
```
! RIJCOSX wB97M-V def2-TZVPD def2/J DEFGRID3
* xyz 2 1
Al 0.2287 -0.5319 0.0234
O -1.5127 0.0546 0.0506
N -2.4296 1.7025 -1.1531
N 2.4357 -0.3734 0.0258
N 0.7327 -0.6032 -1.9709
N 0.6799 -0.4191 1.9956
N 2.0921 -1.4808 -3.4699
N 1.9974 -1.1237 3.6161
N 0.5188 1.9123 0.0714
C -1.3889 -0.8375 -3.3720
C -0.0651 -2.4807 0.0737
C 1.2550 2.4747 1.0461
C -0.2470 2.7441 -0.6602
C 1.2809 3.8276 1.3209
C -1.9218 -0.5527 4.6627
C -0.2799 4.1129 -0.4443
C -1.8344 -1.2613 -4.6084
C -3.8607 0.3762 0.2941
C 0.4000 -1.8903 -5.3198
C -0.9517 -1.7725 -5.5728
C 0.7318 -0.9912 4.1905
C 1.8996 -0.7816 2.3229
C -0.0941 -0.5530 3.1585
C 0.4945 4.6708 0.5573
C 0.8338 -1.4642 -4.0717
C 1.9645 -0.9783 -2.2347
C 0.2674 -1.2230 5.4789
C -2.5288 0.7089 -0.2873
C 3.0039 -0.8269 1.3100
C -0.0229 -0.9329 -3.1120
C -1.1410 2.1375 -1.7153
C 3.0261 -0.9788 -1.1808
C -1.0760 -0.9925 5.6947
C -1.4491 -0.3293 3.3874
H -3.2634 2.2106 -1.3970
H -2.8908 -1.2080 -4.8405
H -4.6800 0.7845 -0.2930
H -2.0891 -0.4703 -2.6306
H -2.0991 0.0002 2.5891
H 0.9212 -1.5629 6.2734
H -3.9129 0.7985 1.3011
H 1.9035 4.2044 2.1210
H 1.8482 1.8049 1.6541
H -1.3436 -2.0913 -6.5309
H -0.6110 -2.7836 0.9744
H -0.9059 4.7371 -1.0709
H -1.4896 -1.1568 6.6817
H 3.8491 -0.2145 1.6266
H 1.0807 -2.2979 -6.0565
H 0.4857 5.7391 0.7361
H -2.9692 -0.3920 4.8818
H 3.9266 -0.4612 -1.5106
H -3.9632 -0.7045 0.3778
H -0.6584 -2.8326 -0.7777
H -1.3542 2.8628 -2.4936
H 2.9422 -1.8308 -3.8816
H -0.6516 1.2882 -2.1772
H 0.8537 -3.0854 0.0632
H 3.3625 -1.8511 1.2120
H 2.8294 -1.4495 4.0828
H 2.5418 0.6328 -0.0515
H 3.2982 -2.0135 -0.9711
*
```

For the highest occupied orbital energy, the calculation gives -14.02 eV. As for the HOMO-LUMO gap: 8.9535 eV.

These are the Löwdin partial charges, in e, on atoms 1 to 2: number 1, Al, carries 0.142; number 2, O, carries 0.061

***

Entry 7:
A structure of composition C25H28AsBCl2F6N8O4RbS2 at a distorted geometry. Source: the OMol25 dataset; level of theory: ωB97M-V/def2-TZVPD.

Geometry as ORCA input:
```
! RIJCOSX wB97M-V def2-TZVPD def2/J DEFGRID3
* xyz -2 2
Rb 0.3121 -0.8536 -0.7922
As -1.0819 -2.3345 -3.5540
Cl 5.0695 -4.0045 1.5896
Cl 2.3115 -3.0185 1.2136
S 3.4948 -0.1928 -1.7906
S -2.6478 0.6484 -1.3602
F -2.3710 -1.8027 -4.5683
F -2.1436 -2.3804 -2.2005
F -0.6542 -0.6756 -3.2532
F 0.2351 -2.8590 -2.5389
F -1.4562 -3.9839 -3.9054
F -0.0053 -2.3183 -4.9150
O 2.1133 2.9738 -3.9050
O 0.6301 2.9782 -2.1545
O 4.8656 -0.3093 -1.3287
O 2.6466 -1.3403 -1.5358
N -5.0765 1.7507 -1.5960
N -2.1468 2.2931 1.3408
N -1.2368 -2.7380 1.3712
N 0.5461 -0.4626 2.6741
N -0.1355 -0.8956 3.7492
N -4.2662 2.0697 0.3956
N -1.3964 -2.8658 2.7021
N 2.7790 1.0757 -1.1244
C -1.5006 -4.1660 3.0448
C 3.9214 -3.1427 0.5102
C -1.8045 2.2247 3.7056
C -5.5489 2.6111 0.3672
C 1.7046 0.0442 4.5448
C 0.5337 -0.6114 4.8828
C 4.7036 0.8376 -5.4808
C -3.9519 1.5042 -0.8396
C -3.4339 2.1208 1.5467
C -3.1657 2.0739 3.9029
C 3.5764 0.0258 -3.5374
C 3.6803 0.6216 -7.7761
C -6.0358 2.4255 -0.8646
C 2.5223 -0.4263 -4.3221
C -1.2413 -3.9712 0.8754
C 1.6459 2.8357 -2.7914
C 4.6738 0.6510 -4.1074
C 1.6576 0.0992 3.1403
C -5.1715 1.3445 -2.9820
C -4.0080 2.0149 2.8074
C 2.5673 -0.2345 -5.6910
C -1.4063 -4.9269 1.8955
C -1.3455 2.3254 2.4013
C 3.6530 0.4057 -6.2846
C 3.0124 2.3207 -1.6445
B -1.5119 -1.6361 3.6420
H -4.5344 1.9669 -3.6107
H -1.4474 -6.0009 1.8076
H 2.8848 3.1019 -0.8967
H -4.8221 0.3186 -3.0840
H -6.2110 1.4294 -3.2983
H -1.1093 2.2355 4.5335
H 5.5562 1.3318 -5.9355
H 3.4838 -0.3114 -8.3080
H 2.9100 1.3364 -8.0750
H 2.3800 0.5087 2.4477
H 5.4967 0.9737 -3.4813
H 0.1332 -0.8933 5.8438
H -6.9839 2.7160 -1.2832
H 3.8881 2.4642 -2.2757
H -5.9781 3.1193 1.2114
H -3.5689 1.9654 4.9024
H 2.4745 0.4044 5.2079
H -2.3642 -0.8790 3.2186
H -1.1332 -4.1213 -0.1895
H 4.6465 1.0079 -8.1040
H -1.6408 -4.4509 4.0756
H 1.6852 -0.9369 -3.8704
H 4.3130 -2.1528 0.3263
H -1.7742 -2.0463 4.7626
H -5.0698 1.8433 2.9234
H 1.7385 -0.5877 -6.2945
H 3.8510 -3.7020 -0.4115
H -0.2874 2.4301 2.1909
*
```

The value obtained for the energy above the lowest of the compared OMol25 structures with the same formula, charge and spin is 132.1 kJ/mol. For the highest occupied orbital energy (spin up / spin down), the calculation gives -2.91 / -3.14 eV. Its expectation value of S² is 0.755. As for the HOMO-LUMO gap (spin up / spin down): 6.8114 / 6.8946 eV.

These are the Löwdin partial charges, in e, on atoms 1 to 2: number 1, Rb, carries 0.787; number 2, As, carries 0.653

***

no.,E (hartree)
1,-1547.8161
2,-3082.1858
3,-1283.6316
4,-1544.9314
5,-1542.7791
6,-1670.1839
7,-6309.4295